Record 1
{
  "formula": "C21H40HfO8",
  "method": "the ωB97M-V functional and the def2-TZVPD basis",
  "elements": ["Hf", "C", "O", "O", "O", "C", "C", "C", "O", "C", "H", "H", "H", "H", "H", "H", "H", "H", "C", "C", "C", "O", "C", "H", "H", "H", "H", "H", "H", "H", "H", "C", "C", "C", "O", "C", "H", "H", "H", "H", "H", "H", "H", "H", "C", "C", "C", "O", "C", "H", "H", "H", "H", "H", "H", "H", "H", "C", "C", "C", "O", "C", "H", "H", "H", "H", "H", "H", "H", "H"],
  "positions_angstrom": [[0.993, 0.165, 0.460], [1.186, 5.661, 2.028], [1.749, 6.775, 2.410], [-0.603, 0.004, 1.580], [1.845, 0.698, 2.366], [-4.072, 3.316, 2.122], [-4.402, 4.292, 0.947], [-4.253, 3.380, -0.264], [-3.277, 2.424, 0.063], [-3.551, 2.074, 1.404], [-4.926, 3.099, 2.783], [-3.252, 3.763, 2.625], [-3.578, 4.999, 0.859], [-5.319, 4.829, 1.052], [-4.005, 3.872, -1.201], [-5.124, 2.717, -0.491], [-2.633, 1.656, 1.893], [-4.378, 1.308, 1.504], [-0.763, -5.878, 0.330], [-1.909, -5.170, 1.042], [-1.353, -3.743, 1.374], [-0.030, -3.682, 0.695], [0.541, -5.033, 0.761], [-0.823, -5.784, -0.784], [-0.719, -6.932, 0.580], [-2.238, -5.746, 1.885], [-2.744, -4.989, 0.347], [-1.135, -3.592, 2.414], [-2.009, -3.017, 0.872], [0.883, -5.321, 1.792], [1.413, -5.092, 0.085], [2.321, 4.386, -0.024], [2.225, 3.938, -1.479], [2.224, 2.435, -1.302], [1.367, 2.172, -0.146], [1.326, 3.443, 0.698], [1.986, 5.424, -0.037], [3.282, 4.337, 0.467], [3.023, 4.395, -2.016], [1.276, 4.271, -1.878], [3.206, 2.104, -1.098], [1.895, 1.853, -2.201], [1.713, 3.041, 1.657], [0.292, 3.798, 0.716], [-2.305, -0.374, -2.264], [-1.673, -1.811, -2.523], [-0.446, -1.766, -1.648], [-0.187, -0.417, -1.175], [-1.192, 0.526, -1.924], [-3.039, -0.373, -1.477], [-2.792, 0.014, -3.161], [-1.582, -2.017, -3.572], [-2.433, -2.485, -2.049], [0.390, -1.993, -2.320], [-0.358, -2.489, -0.838], [-0.648, 0.868, -2.779], [-1.456, 1.282, -1.190], [4.565, -2.099, -0.806], [4.381, -2.701, 0.624], [3.405, -1.794, 1.317], [2.562, -1.117, 0.218], [3.247, -1.340, -1.157], [4.408, -2.958, -1.436], [5.483, -1.569, -0.961], [5.325, -2.667, 1.152], [4.065, -3.713, 0.659], [3.888, -0.960, 1.845], [2.717, -2.385, 1.915], [3.416, -0.382, -1.596], [2.610, -1.933, -1.746]],
  "total_charge": 2,
  "multiplicity": 1,
  "orbital_gap_ev": 3.639
}


Record 2
{
  "formula": "C21H40N4O2Zn",
  "method": "the ωB97M-V functional and the def2-TZVPD basis",
  "elements": ["Zn", "C", "C", "C", "C", "C", "C", "C", "C", "C", "C", "H", "H", "H", "H", "H", "H", "H", "H", "H", "H", "H", "H", "H", "H", "H", "N", "C", "C", "C", "N", "C", "C", "N", "C", "H", "H", "H", "H", "H", "H", "H", "H", "H", "H", "H", "H", "H", "H", "H", "H", "O", "C", "O", "C", "N", "C", "C", "C", "H", "H", "H", "H", "H", "H", "H", "H", "H"],
  "positions_angstrom": [[-0.748, 0.359, 0.221], [0.156, -0.646, 3.395], [-1.077, -1.353, 3.093], [-1.900, -0.524, 2.390], [-1.186, 0.759, 2.151], [0.088, 0.608, 2.878], [1.064, 1.729, 3.070], [-1.978, 2.045, 2.370], [-3.365, -0.718, 2.107], [-1.361, -2.750, 3.553], [1.271, -1.231, 4.205], [0.964, 2.166, 4.066], [0.903, 2.532, 2.348], [2.098, 1.397, 2.974], [-2.220, 2.151, 3.431], [-2.929, 2.048, 1.829], [-1.421, 2.936, 2.076], [-3.975, -0.388, 2.952], [-3.625, -1.765, 1.932], [-3.709, -0.126, 1.249], [-2.269, -3.154, 3.105], [-1.489, -2.783, 4.637], [-0.535, -3.423, 3.315], [0.984, -1.323, 5.254], [2.164, -0.608, 4.166], [1.540, -2.233, 3.863], [0.038, -0.128, -4.601], [-0.847, -0.013, -3.371], [-1.736, 1.209, -3.506], [-2.687, 1.330, -2.309], [-1.956, 1.759, -1.090], [-3.446, 0.024, -2.083], [-2.571, -1.232, -2.007], [-1.848, -1.257, -0.714], [-1.634, -1.302, -3.211], [0.663, 0.677, -4.690], [-0.523, -0.186, -5.457], [0.617, -0.970, -4.552], [-0.154, 0.108, -2.542], [-2.345, 1.141, -4.414], [-1.131, 2.116, -3.587], [-3.422, 2.095, -2.569], [-2.646, 1.892, -0.349], [-1.571, 2.689, -1.238], [-4.141, -0.095, -2.917], [-4.065, 0.103, -1.185], [-3.226, -2.105, -2.065], [-1.297, -2.105, -0.606], [-2.550, -1.318, 0.023], [-2.255, -1.470, -4.098], [-0.959, -2.158, -3.114], [2.257, -0.478, 0.975], [2.126, -0.400, -0.302], [1.025, -0.276, -0.859], [3.439, -0.472, -1.070], [4.491, -0.768, -0.098], [5.563, 0.245, -0.212], [4.804, 1.483, -0.662], [3.800, 0.910, -1.667], [3.333, -1.234, -1.845], [4.836, -1.718, -0.152], [3.263, -0.606, 1.092], [6.302, -0.046, -0.963], [6.071, 0.367, 0.741], [5.455, 2.232, -1.105], [4.288, 1.939, 0.185], [4.275, 0.774, -2.638], [2.919, 1.539, -1.799]],
  "total_charge": 2,
  "multiplicity": 1,
  "orbital_gap_ev": 5.918
}


Record 3
{
  "formula": "C21H40NO3",
  "method": "the ωB97M-V functional and the def2-TZVPD basis",
  "elements": ["C", "C", "C", "C", "C", "O", "C", "O", "C", "N", "C", "C", "C", "C", "O", "C", "C", "C", "C", "C", "C", "C", "C", "C", "C", "H", "H", "H", "H", "H", "H", "H", "H", "H", "H", "H", "H", "H", "H", "H", "H", "H", "H", "H", "H", "H", "H", "H", "H", "H", "H", "H", "H", "H", "H", "H", "H", "H", "H", "H", "H", "H", "H", "H", "H"],
  "positions_angstrom": [[5.572, 2.634, 1.323], [5.717, 2.095, -0.098], [6.151, 3.214, -1.042], [4.407, 1.480, -0.609], [3.993, 0.244, 0.174], [2.878, -0.369, -0.510], [2.355, -1.441, 0.031], [2.698, -1.960, 1.061], [1.222, -1.969, -0.866], [0.389, -3.021, -0.239], [-0.728, -3.332, -1.156], [1.188, -4.247, -0.036], [-0.160, -2.580, 1.081], [-0.594, -1.112, 1.149], [-1.385, -0.784, 0.036], [-1.905, 0.548, 0.019], [-2.193, 0.940, -1.445], [-3.671, 1.344, -1.420], [-4.485, 0.054, -1.279], [-4.183, -0.386, 0.167], [-3.279, 0.735, 0.713], [-3.242, 0.816, 2.228], [-3.820, 1.989, -0.029], [-5.262, 2.356, 0.323], [-2.993, 3.262, 0.161], [6.490, 3.127, 1.627], [5.370, 1.837, 2.034], [4.764, 3.361, 1.374], [6.489, 1.317, -0.101], [6.284, 2.839, -2.054], [5.405, 4.005, -1.062], [7.093, 3.641, -0.711], [4.531, 1.192, -1.654], [3.610, 2.223, -0.558], [4.808, -0.485, 0.226], [3.680, 0.484, 1.193], [1.681, -2.367, -1.774], [0.582, -1.129, -1.149], [-1.392, -2.471, -1.219], [-1.288, -4.186, -0.780], [-0.346, -3.574, -2.146], [1.514, -4.641, -0.997], [2.061, -4.025, 0.575], [0.586, -5.001, 0.467], [0.608, -2.728, 1.842], [-1.014, -3.221, 1.303], [0.285, -0.449, 1.196], [-1.147, -0.984, 2.087], [-1.152, 1.202, 0.477], [-1.551, 1.753, -1.780], [-2.024, 0.086, -2.101], [-3.964, 1.963, -2.265], [-5.546, 0.245, -1.429], [-4.180, -0.693, -2.010], [-5.087, -0.477, 0.766], [-3.668, -1.346, 0.202], [-3.089, -0.166, 2.672], [-4.190, 1.197, 2.598], [-2.451, 1.482, 2.567], [-5.292, 2.886, 1.272], [-5.917, 1.497, 0.397], [-5.659, 3.021, -0.441], [-3.025, 3.572, 1.203], [-1.954, 3.154, -0.128], [-3.424, 4.060, -0.438]],
  "total_charge": 1,
  "smiles": "CC(C)CCOC(=O)C[N+](C)(C)CCO[C@H]1C[C@H]2CC[C@]1(C)C2(C)C",
  "multiplicity": 1,
  "orbital_gap_ev": 10.369,
  "e_above_lowest_kj_mol": 2.0
}


Result set for strongest force on any atom: 13.65, 0.48, 1.14 eV/Å, one per record in the order listed.